{"formula": "C41H56N4O2SSm", "method": "ωB97M-V with the def2-TZVPD basis set", "elements": ["Sm", "C", "C", "C", "C", "C", "C", "C", "N", "C", "C", "C", "C", "C", "C", "C", "C", "C", "C", "N", "C", "C", "C", "N", "C", "C", "C", "C", "C", "C", "C", "C", "C", "C", "C", "C", "C", "C", "N", "C", "C", "H", "H", "H", "H", "H", "H", "H", "H", "H", "H", "H", "H", "H", "H", "H", "H", "H", "H", "H", "H", "H", "H", "H", "H", "H", "H", "H", "H", "H", "H", "H", "H", "H", "H", "H", "H", "H", "H", "H", "H", "H", "H", "H", "H", "C", "S", "C", "O", "H", "H", "H", "H", "H", "H", "C", "O", "C", "C", "H", "H", "H", "H", "H", "H"], "positions_angstrom": [[-0.5421, 0.0573, -0.1443], [3.1258, -1.7510, -5.2190], [1.6317, -1.4281, -5.1587], [1.0120, -1.7174, -3.8266], [0.4469, -2.9328, -3.3923], [0.3671, -4.2183, -4.1573], [1.4258, -5.2388, -3.7347], [-0.0062, -2.7159, -2.0753], [0.2957, -1.4344, -1.7141], [0.8776, -0.8161, -2.7534], [0.9541, 0.7044, -2.7052], [1.8111, 1.3251, -1.6073], [2.7080, 2.4017, -1.6768], [3.3562, 2.9476, -2.9115], [4.6321, 2.2053, -3.3135], [2.9211, 2.8252, -0.3450], [2.1446, 1.9867, 0.4711], [1.9612, 2.0224, 1.8901], [1.1317, 1.2389, 2.6419], [0.2907, 0.2463, 2.1384], [-0.3798, -0.3007, 3.1678], [-1.2569, -1.3936, 3.1051], [-1.4458, -2.2742, 2.0104], [-0.9714, -2.1091, 0.7680], [-1.2280, -3.2842, 0.0494], [-0.7722, -3.5569, -1.2145], [-1.9692, -4.1880, 0.9118], [-2.1182, -3.5723, 2.1148], [-2.7460, -4.1041, 3.3643], [-1.7252, -4.6882, 4.3445], [-2.3946, -5.5727, 0.5354], [-1.2706, -6.5989, 0.6973], [-0.0105, 0.3953, 4.4137], [0.9240, 1.3227, 4.0839], [1.6906, 2.2223, 5.0020], [3.0726, 1.6601, 5.3435], [-0.5314, 0.0374, 5.7701], [0.1684, -1.1820, 6.3744], [1.5077, 1.0632, -0.3184], [3.8298, 3.9190, 0.1274], [5.2057, 3.4078, 0.5628], [3.5552, -1.5149, -6.1968], [3.6673, -1.1833, -4.4599], [3.2993, -2.8105, -5.0173], [1.4844, -0.3721, -5.4032], [1.1106, -1.9879, -5.9431], [-0.6257, -4.6669, -4.0403], [0.4728, -4.0108, -5.2266], [1.3277, -5.4766, -2.6736], [1.3435, -6.1690, -4.3040], [2.4305, -4.8367, -3.8787], [1.3441, 1.0515, -3.6773], [2.6550, 2.9025, -3.7497], [3.5844, 4.0103, -2.7728], [4.4139, 1.1520, -3.5008], [5.0766, 2.6282, -4.2192], [5.3778, 2.2426, -2.5170], [2.5290, 2.7782, 2.4263], [-1.7219, -1.6899, 4.0365], [-1.0423, -4.5304, -1.6159], [-3.3051, -3.3048, 3.8608], [-3.4838, -4.8705, 3.1096], [-0.9694, -3.9436, 4.5984], [-2.1991, -5.0251, 5.2697], [-1.2047, -5.5376, 3.8984], [-3.2499, -5.8709, 1.1476], [-2.7448, -5.5806, -0.5004], [-0.9388, -6.6448, 1.7359], [-1.5952, -7.5981, 0.3977], [-0.4073, -6.3230, 0.0902], [1.8067, 3.2073, 4.5400], [1.1219, 2.3822, 5.9222], [3.6542, 1.4991, 4.4350], [3.6310, 2.3364, 5.9947], [2.9800, 0.6970, 5.8485], [-0.4205, 0.8908, 6.4459], [-1.6064, -0.1618, 5.7072], [1.2353, -0.9898, 6.5023], [-0.2508, -1.4439, 7.3488], [0.0700, -2.0461, 5.7163], [3.9552, 4.6616, -0.6670], [3.3689, 4.4578, 0.9622], [5.7216, 2.9328, -0.2733], [5.8421, 4.2114, 0.9445], [5.0995, 2.6536, 1.3451], [-2.0065, 4.0131, 0.4171], [-1.5271, 2.5618, 1.3211], [-2.3434, 2.8320, 2.8760], [-2.3278, 1.4356, 0.6643], [-3.0936, 4.1019, 0.4290], [-1.6372, 3.8439, -0.5968], [-1.5247, 4.8822, 0.8664], [-1.8502, 3.6494, 3.4015], [-2.2165, 1.9077, 3.4392], [-3.3985, 3.0385, 2.6945], [-0.2883, 3.4452, -3.2493], [-0.6093, 2.5830, -2.1844], [-0.5365, 1.1423, -2.4603], [-1.3963, 0.7978, -3.6580], [0.5151, 3.0502, -3.8778], [0.0527, 4.3985, -2.8342], [-1.1527, 3.6350, -3.9008], [-0.9986, 1.1582, -4.6269], [-2.3989, 1.2209, -3.5375], [-1.5068, -0.2849, -3.7578]], "mulliken_spin": [5.042, -0.001, -0.001, 0.003, 0.003, 0.000, 0.000, 0.010, -0.012, -0.005, 0.010, -0.028, -0.002, 0.001, 0.000, 0.000, -0.003, 0.002, -0.004, 0.002, 0.005, -0.004, -0.002, 0.002, 0.006, -0.004, -0.003, 0.000, 0.000, 0.000, 0.000, 0.000, -0.003, 0.002, 0.000, 0.000, 0.000, 0.000, 0.002, 0.000, 0.000, 0.000, 0.000, 0.000, 0.000, 0.000, 0.000, 0.000, 0.000, 0.000, 0.000, 0.000, 0.000, 0.000, 0.000, 0.000, 0.000, 0.000, -0.001, 0.000, 0.000, 0.000, 0.000, 0.000, 0.000, 0.000, 0.000, 0.000, 0.000, 0.000, 0.000, 0.000, 0.000, 0.000, 0.000, 0.000, 0.000, 0.000, 0.000, 0.000, 0.000, 0.000, 0.000, 0.000, 0.000, 0.000, 0.005, 0.001, 0.001, 0.000, 0.000, 0.000, 0.000, 0.000, 0.000, -0.001, 0.000, -0.030, 0.006, 0.000, 0.000, 0.000, -0.001, 0.000, 0.001], "gap_ev": [4.90, 4.90], "multiplicity": 6, "lumo_energy_ev": [2.1, 2.1], "charge": -1, "e_tot_ev": -82224.003}